A structure of composition C36H49BeCl2GeN6O3P2Se at a distorted geometry. Source: the OMol25 dataset; level of theory: ωB97M-V with the def2-TZVPD basis set.

Each line ends with the Löwdin charge.
Positions of all 101 atoms, in Å:
1 Be 0.38043 0.88378 0.06255  -0.3344
2 C 4.44824 -0.36611 2.27781  -0.0958
3 N 3.07475 -0.12396 2.69500  -0.2906
4 C 2.35208 -1.32208 3.12786  -0.0629
5 P 2.18357 1.13805 2.19990  0.5497
6 O 0.80006 0.83269 1.72297  -0.2092
7 O 3.09563 1.79002 1.01914  -0.2464
8 P 2.48258 2.53462 -0.28420  0.5199
9 O 0.99796 2.45772 -0.23424  -0.2422
10 N 2.92127 4.10309 -0.23075  -0.2877
11 C 4.28658 4.51470 -0.50579  -0.0969
12 C 1.92905 5.17441 -0.20631  -0.0819
13 N 3.27758 1.78711 -1.49739  -0.2688
14 C 2.57540 1.95779 -2.78875  -0.0817
15 C 3.80665 0.43149 -1.30877  -0.0824
16 N 2.12586 2.23629 3.41093  -0.2811
17 C 1.29176 3.42248 3.20850  -0.1028
18 C 3.29529 2.47396 4.24078  -0.0981
19 H 4.99019 -0.82718 3.10627  0.0870
20 H 4.94727 0.56428 2.01575  0.0766
21 H 4.48710 -1.04428 1.42070  0.0898
22 H 2.90303 -1.78762 3.94651  0.0871
23 H 2.23986 -2.02827 2.30705  0.0944
24 H 1.35856 -1.05895 3.47682  0.0844
25 H 4.95479 3.65642 -0.48671  0.0760
26 H 4.61688 5.23266 0.24892  0.0831
27 H 4.36512 4.98514 -1.49080  0.0875
28 H 0.94673 4.77132 0.02829  0.0576
29 H 1.88572 5.67682 -1.17708  0.0897
30 H 2.20343 5.91076 0.55320  0.0832
31 H 2.21220 2.98327 -2.88125  0.0832
32 H 1.72020 1.27388 -2.84077  0.0595
33 H 3.28462 1.76849 -3.59477  0.0862
34 H 4.49334 0.41579 -0.46642  0.0601
35 H 4.36115 0.16257 -2.20783  0.0908
36 H 3.00914 -0.29680 -1.15559  0.0689
37 H 0.45284 3.20622 2.55162  0.0038
38 H 1.87596 4.24154 2.77232  0.0840
39 H 0.89886 3.75220 4.17175  0.0897
40 H 3.83332 1.54320 4.40769  0.0733
41 H 2.97102 2.86255 5.20748  0.0863
42 H 3.97388 3.20690 3.78753  0.0868
43 Cl -1.51833 0.75052 -0.57584  0.4724
44 C -3.85781 0.74668 -3.76624  -0.1051
45 Cl -3.79584 -2.11498 -4.13641  0.8367
46 H -2.87769 0.56328 -3.32192  0.0192
47 H -4.18541 1.77836 -3.89078  0.0318
48 C 0.27085 -0.21883 -1.18880  -0.4191
49 Ge -0.29902 -2.04272 -1.43063  0.8080
50 C -0.43491 -3.12424 0.25232  -0.2437
51 C 0.29930 -4.28002 0.52407  -0.1153
52 C 0.15560 -4.97748 1.72114  -0.1160
53 C -0.73409 -4.52784 2.68661  -0.1256
54 C -1.46360 -3.36808 2.44485  -0.1100
55 C -1.30470 -2.67539 1.25293  -0.1288
56 C 1.13803 -2.89084 -2.51814  -0.2499
57 C 2.08652 -2.11542 -3.18322  -0.1260
58 C 3.05500 -2.68661 -4.00140  -0.1104
59 C 3.08284 -4.06137 -4.18745  -0.1204
60 C 2.11603 -4.84929 -3.57591  -0.1033
61 C 1.15346 -4.26586 -2.76279  -0.1193
62 C -1.95144 -2.34266 -2.34803  -0.4404
63 C -2.16920 -1.85821 -3.68637  -0.3500
64 C -4.58775 -0.28491 -4.13563  -0.2532
65 C -4.20270 -2.76594 -5.39916  -0.4565
66 C -4.31251 -2.68946 -2.52898  -0.2932
67 C -3.12318 -2.66148 -1.70946  -0.2718
68 H 0.99681 -4.66144 -0.21563  0.0748
69 H 0.73329 -5.87954 1.89277  0.0890
70 H -0.86128 -5.07331 3.61488  0.0862
71 H -2.16442 -3.00678 3.19013  0.0879
72 H -1.88160 -1.77261 1.08407  0.0782
73 H 2.02523 -1.03916 -3.08398  0.0553
74 H 3.77568 -2.05668 -4.51271  0.0882
75 H 3.83058 -4.51317 -4.82884  0.0883
76 H 2.10064 -5.91925 -3.74912  0.0933
77 H 0.37510 -4.89099 -2.33567  0.1005
78 H -1.54002 -1.85166 -4.56450  0.0633
79 H -5.56621 -0.28584 -4.61468  0.0474
80 H -4.69185 -2.66608 -6.33894  -0.0647
81 H -5.16527 -2.06721 -2.26037  0.0224
82 H -3.17257 -2.96710 -0.67058  0.0664
83 C -2.62098 1.93764 3.84550  -0.0311
84 N -3.35567 2.04477 2.60575  -0.0709
85 C -3.11844 2.96317 1.64053  -0.7996
86 Se -1.96171 4.38217 1.69585  0.5784
87 N -3.92426 2.64843 0.59721  0.1024
88 C -4.60573 1.46260 0.84705  -0.2023
89 C -5.46445 0.69780 0.07905  0.0063
90 C -5.97843 -0.44645 0.66923  -0.0768
91 C -5.63803 -0.81504 1.97066  -0.0856
92 C -4.76695 -0.05224 2.73209  -0.0164
93 C -4.25736 1.09045 2.14186  -0.1695
94 H -2.29684 2.93283 4.13907  0.0523
95 H -1.74992 1.29172 3.71345  0.0995
96 H -3.27698 1.52484 4.61064  0.0867
97 H -3.77975 3.06796 -0.30367  0.1424
98 H -5.69702 0.95689 -0.94610  0.1139
99 H -6.63006 -1.08620 0.09567  0.1034
100 H -6.03851 -1.73181 2.38231  0.1008
101 H -4.48238 -0.35288 3.73232  0.1037

The calculation puts the frontier orbital gap at 3.2 eV. The HOMO energy is -1.614 eV. The multiplicity is 1. The energy relative to the best compared isomer or geometry (same formula, charge and spin) is 306.1 kcal/mol. Its LUMO energy is 1.62 eV. As for the charge: -1. The total energy comes out at -219088.1495 eV.